Record 1
Computed, not measured: a structure of composition C47H59CoN5 in a non-equilibrium geometry, with the ωB97M-V functional and the def2-TZVPD basis.

```
112
Properties=species:S:1:pos:R:3:forces:R:3
Co -0.086800 0.142500 0.079900 0.4088 0.7984 0.1830
C 0.797200 -3.290900 0.476000 0.2325 -0.0453 -0.0277
N -0.297200 -2.308900 0.508600 -0.1188 0.0226 0.0099
C -1.229000 -2.722300 -0.546100 -0.0750 -0.0505 -0.0660
C -0.968300 -2.240700 1.801000 -0.1275 0.3100 0.1907
C -1.433800 -3.396400 2.403100 -0.0608 0.0101 0.0515
C -2.216900 -3.361400 3.545500 -0.0234 -0.2135 -0.0213
C -2.596600 -2.132900 4.059300 0.0069 -0.1100 -0.0592
C -2.103800 -0.972100 3.510600 0.0754 -0.0730 -0.1094
C -1.201200 -0.983000 2.426800 -0.1824 -0.4874 0.3270
N -0.647000 0.148600 1.917600 0.1080 -0.2814 -0.2051
C -0.687500 1.370400 2.541800 -0.1720 0.5252 0.1737
C -0.619600 1.562900 3.933000 0.0810 -0.0513 -0.1053
C -0.648300 2.824300 4.488500 -0.0640 0.0704 0.0090
C -0.749700 3.949100 3.687200 -0.0145 0.0852 -0.0179
C -0.784700 3.787200 2.312600 -0.0008 0.0875 0.0401
C -0.738500 2.531200 1.738400 0.0912 -0.2925 0.3256
N -0.717300 2.363400 0.298400 0.0447 0.0363 0.2359
C -1.942300 2.868700 -0.321300 -0.2502 -0.0368 -0.1718
C 0.418900 3.062100 -0.292200 0.1532 0.0522 -0.0810
H 0.438500 -4.294700 0.207800 -0.0425 0.0973 0.0745
H 1.293400 -3.360100 1.435600 -0.0232 0.0427 0.0146
H 1.519100 -2.979500 -0.278700 0.0896 -0.0922 -0.0185
H -1.736800 -3.666100 -0.301100 0.0440 0.0716 0.0439
H -0.662100 -2.871700 -1.464500 -0.0158 -0.0151 -0.0517
H -1.963900 -1.952700 -0.725100 -0.0669 -0.0100 -0.0343
H -1.186500 -4.352900 1.965100 -0.0013 -0.1149 -0.1081
H -2.560400 -4.277200 3.998100 -0.0466 -0.1391 0.0381
H -3.290900 -2.082600 4.884800 -0.0374 0.0215 0.1233
H -2.435900 -0.025500 3.901900 0.0165 0.0973 0.0626
H -0.522300 0.709800 4.585600 -0.0464 -0.0585 -0.0088
H -0.608300 2.930200 5.562700 0.0571 0.0012 0.1043
H -0.791900 4.934900 4.125000 -0.0005 0.0819 0.0106
H -0.860000 4.656900 1.676200 0.0377 0.1185 -0.0916
H -1.909300 3.959700 -0.438600 -0.0114 -0.0235 0.0882
H -2.810300 2.613600 0.281700 0.0372 -0.0470 -0.0173
H -2.054600 2.427800 -1.310500 -0.0393 0.0166 -0.1051
H 0.310300 4.153400 -0.242400 -0.0091 -0.0292 0.0532
H 0.497400 2.777500 -1.339100 0.0682 -0.0353 -0.1991
H 1.320900 2.764500 0.227400 0.0594 0.0261 0.0129
C 0.615700 0.787300 -5.599900 0.0297 0.0034 0.2448
C -0.012400 1.404900 -4.346800 0.1347 0.1006 -0.0460
C -0.209000 2.909500 -4.564000 0.1416 -0.1357 0.1442
C -1.365400 0.794700 -4.015700 -0.0353 -0.0447 0.0942
C -2.305700 0.876500 -5.028500 -0.0745 -0.1724 0.0131
C -3.617200 0.513500 -4.814000 0.0240 0.1177 0.0402
C -3.988500 0.179900 -3.535800 0.0756 0.0245 -0.1908
C -3.090000 0.045600 -2.472600 -0.1012 0.1406 0.0877
C -3.886700 -0.287100 -1.202000 -0.0908 -0.2468 0.1830
C -3.238200 -0.147800 0.176800 0.1167 0.1249 -0.2544
C -4.562200 -1.668300 -1.330600 -0.0655 0.1355 -0.0827
C -1.716100 0.270900 -2.735100 -0.5703 0.2232 -0.7787
N -0.621600 -0.004000 -1.877200 0.7785 -0.6666 0.3936
C 0.321400 -0.705000 -2.459000 -0.4774 0.0782 -0.3643
C 1.680100 -0.972100 -2.130000 0.3289 -0.2086 0.4438
C 2.356400 -1.726700 -3.120300 0.1065 -0.1864 -0.1617
C 3.681600 -2.046700 -3.062500 -0.1024 -0.1719 -0.3178
C 4.422000 -1.646700 -1.943300 -0.1932 0.0932 0.1677
C 3.820500 -0.941600 -0.944600 0.2164 -0.0183 -0.0242
C 2.446100 -0.547000 -0.981500 0.3551 -0.0495 -0.1428
N 1.931200 0.172900 0.009300 -0.9191 -0.3614 -0.4052
C 2.768000 0.713500 1.009600 0.5783 0.4756 0.5793
C 3.549900 1.859500 0.747400 -0.1434 -0.2357 -0.1095
C 4.238600 2.465800 1.788100 0.0497 0.0036 0.1594
C 4.202100 1.970400 3.075100 0.0137 -0.0329 -0.0696
C 3.521000 0.794100 3.312700 0.0491 0.1518 0.0351
C 2.825100 0.151300 2.303700 -0.2142 -0.0856 -0.3282
C 2.243600 -1.211000 2.578500 0.0138 -0.0601 0.1250
C 1.691200 -1.373000 3.995400 -0.0528 0.0596 -0.2399
C 3.334700 -2.263100 2.329700 -0.1935 0.0715 -0.0760
C 3.723000 2.455600 -0.635000 0.0714 0.1203 -0.0308
C 5.099700 2.103900 -1.214900 -0.2148 -0.1169 -0.0689
C 3.593200 3.987500 -0.605300 -0.1319 -0.1513 -0.0490
H 1.648300 1.108900 -5.706500 0.1264 0.0838 -0.0304
H 0.075000 1.098600 -6.489500 -0.0415 -0.0282 -0.1531
H 0.606400 -0.298400 -5.556400 0.0075 -0.1558 -0.0285
H 0.688000 1.273900 -3.519500 -0.1211 0.0748 -0.0767
H -0.863800 3.084000 -5.413500 -0.0736 0.0823 -0.0945
H 0.743800 3.393600 -4.762600 0.1407 0.0978 -0.0184
H -0.660700 3.371000 -3.689000 -0.0426 0.1064 0.1053
H -2.013000 1.233000 -6.002300 0.0954 0.0715 -0.1309
H -4.345000 0.542300 -5.610700 -0.0666 0.0645 -0.0616
H -5.037300 0.006000 -3.341900 -0.0533 -0.0327 0.0608
H -4.705600 0.445600 -1.229200 0.1746 -0.1412 -0.0532
H -2.173900 0.100500 0.104900 -0.6337 -0.0300 0.1363
H -3.341000 -1.062900 0.756900 0.1088 0.0025 0.0315
H -3.717700 0.644500 0.746600 0.0746 0.0740 0.1079
H -3.883400 -2.478700 -1.076900 0.0466 -0.0353 0.0290
H -4.916900 -1.840600 -2.343900 -0.0731 -0.0644 0.0047
H -5.419500 -1.721400 -0.660400 0.0045 -0.0537 0.1125
H 0.045500 -1.155400 -3.421100 0.0446 0.1766 0.0587
H 1.783700 -2.057300 -3.976100 -0.0757 0.0035 -0.0975
H 4.152800 -2.603000 -3.858800 -0.0319 -0.0440 -0.0626
H 5.471000 -1.901300 -1.875400 0.0581 -0.0147 0.0811
H 4.395000 -0.651900 -0.076400 0.0017 0.0247 -0.0018
H 4.820200 3.349300 1.585200 0.1014 0.2009 -0.0555
H 4.717600 2.477100 3.876800 0.0884 0.0491 0.0583
H 3.541200 0.365100 4.302200 -0.0424 -0.0861 0.1176
H 1.428400 -1.348600 1.871100 0.1076 -0.0333 0.0921
H 2.484200 -1.587700 4.709500 0.0811 0.0079 0.1070
H 0.979400 -2.196900 4.023600 -0.0313 -0.1059 0.0465
H 1.176600 -0.469400 4.306000 -0.0704 0.0522 0.1124
H 4.232300 -2.014100 2.894200 0.0722 0.0306 0.0714
H 3.592100 -2.311300 1.274900 0.0981 -0.0727 -0.0780
H 3.002000 -3.250400 2.647400 -0.0054 -0.1183 0.0438
H 2.962500 2.038300 -1.301700 0.0016 0.0688 0.0854
H 5.891300 2.379600 -0.520700 0.0666 0.0913 0.0731
H 5.251400 2.646000 -2.146700 0.0715 0.0483 -0.1155
H 5.179800 1.041600 -1.423000 0.0895 -0.0118 -0.0302
H 4.551800 4.445200 -0.367700 0.0570 0.0881 0.0165
H 2.874200 4.316200 0.140800 -0.0710 0.0864 0.0091
H 3.276900 4.357500 -1.578200 0.0300 0.0959 -0.1168
```
Forces are in eV/Å.

Its calculated total energy is -3482.91183 Eh. The highest occupied orbital energy (alpha / beta) is -6.65 / -6.65 eV. As for the gap between HOMO and LUMO (alpha / beta): 6.58 / 6.57 eV. As for the spin multiplicity: 4.

Record 2
Computed, not measured: a structure of composition C47H60BrGeN4O3P2RbS2Te in a non-equilibrium geometry, with the ωB97M-V functional and the def2-TZVPD basis.

```
122
Properties=species:S:1:pos:R:3:forces:R:3
Rb 11.521816 10.888180 17.697328 -0.6501 0.3382 -0.2491
O 12.682941 17.711247 20.972073 -0.7799 -4.5543 -2.9845
C 12.318621 16.191740 20.312311 2.9926 0.6147 4.3998
C 12.958955 15.066765 20.908070 2.4871 1.0746 0.2373
C 12.496540 13.770429 20.602565 2.1732 1.5423 -0.1471
N 11.464169 13.686400 19.818624 -3.1807 -1.5885 0.1979
C 10.769472 14.713948 19.466060 0.5801 1.1900 -4.1345
Br 9.251080 14.523056 18.182579 0.9552 -0.1922 1.1164
C 11.399938 15.981014 19.372494 -1.7595 3.1400 0.5166
H 12.554639 18.211271 20.151142 0.1099 0.3748 0.3281
H 14.028174 15.319008 21.258224 -2.0076 -0.8353 0.2575
H 13.008292 12.797995 20.751508 0.0208 1.1305 0.4320
H 11.229993 17.018440 18.941434 -1.4232 -1.9165 -0.3865
C 11.379029 12.837704 12.714580 0.3833 -2.1854 0.5023
P 10.489257 11.940784 14.003920 -2.4064 -1.5441 0.3290
C 8.979570 11.202023 13.112081 2.0015 1.4300 -1.6455
N 8.700686 11.570701 11.834492 0.9023 0.4172 0.6518
C 7.664660 10.965610 11.146200 3.8258 1.9882 1.2144
C 7.430438 11.285849 9.789209 4.7121 3.5243 2.6759
C 6.327808 10.840241 9.289089 -5.1158 -2.1081 -4.8510
C 5.576443 9.852229 9.974139 -1.6385 0.6564 -1.7355
C 5.893133 9.525192 11.203915 -0.1384 -3.0074 4.6990
C 6.963235 10.089289 11.829260 -0.8882 -3.5435 2.9236
N 7.294785 9.496649 13.167306 -2.1290 0.8170 -3.6652
C 8.264408 10.067182 13.704598 1.7771 2.3819 2.1089
P 8.637544 9.883833 15.508808 -0.4554 -1.0535 0.3264
C 7.070817 10.756248 16.191793 2.5777 -0.9855 1.2342
C 8.153122 7.962883 15.728365 1.4438 2.4753 2.9948
C 8.655507 7.730517 17.218962 0.9112 2.4289 1.9659
C 9.100400 7.265336 14.832528 -0.5583 -4.3253 -0.6304
C 6.711659 7.593218 15.518137 -0.9575 -0.5553 4.4935
C 13.101495 9.334853 12.479035 -1.0543 3.4480 -0.8488
C 12.528752 9.588849 10.948990 2.3476 3.6460 2.6096
C 14.019026 10.236599 12.850332 1.5750 2.1867 -1.7046
C 12.254656 8.504124 13.452489 -0.9376 -1.5525 -0.1341
H 10.972764 12.476520 11.709934 1.8294 0.2316 0.8601
H 12.375962 12.972925 13.303477 0.0588 -2.2715 -1.9071
H 11.437129 13.834768 12.778836 -2.0219 4.5139 -0.4768
H 8.256586 12.064662 9.580987 -1.7721 -1.1338 -0.9171
H 5.806674 11.000488 8.241253 1.8202 0.3192 1.8548
H 4.662342 9.457811 9.579126 -0.2484 -0.0951 -0.6609
H 5.549340 8.776618 12.011569 -0.8249 0.6224 -2.1760
H 6.399619 10.333026 15.462784 -1.1401 1.0248 0.1237
H 7.275396 11.851397 16.429927 -0.6950 -1.4567 -0.9559
H 7.043317 10.215422 17.182441 -0.6089 0.6634 -0.7899
H 9.706089 7.178381 17.270776 -2.4214 1.0210 0.1312
H 7.920495 7.519748 18.088322 0.7607 -0.8860 -1.8989
H 8.817323 8.834336 17.661337 0.4744 -2.0855 -0.8206
H 10.132105 7.137788 15.115535 0.5288 1.1469 0.1114
H 8.959759 7.315409 13.760712 0.1130 0.9998 -0.2920
H 8.845189 6.147182 14.927236 -0.0884 0.8219 0.1455
H 5.966921 8.470214 15.841029 1.4724 -2.4298 -0.6726
H 6.527487 6.509819 16.146062 0.1147 3.0241 -1.8255
H 6.791205 7.454511 14.517108 -1.4802 -0.7077 -3.1992
H 12.849308 10.653881 10.446313 -0.0298 -2.5006 1.6057
H 11.537293 9.826794 11.165173 -2.1632 -0.4883 -0.2705
H 12.786217 8.871955 10.256135 -0.0891 -1.9415 -1.3465
H 16.609010 20.418496 17.504810 0.1474 -1.1102 -0.5906
H 14.509748 11.055630 12.117852 -1.3304 -2.3255 0.9617
H 14.441197 10.531746 13.800477 -0.5060 -0.9281 0.7355
H 11.246732 8.235085 13.010551 1.4706 -0.3242 -0.3141
H 11.851958 8.580012 14.519155 1.4540 1.9035 -1.0191
H 12.952020 7.680310 13.620983 -0.6766 -1.0380 -0.2593
O 12.973987 18.643415 14.560040 0.3668 -1.7805 6.1058
H 16.700622 19.735765 17.137582 -0.1518 1.1028 0.5898
H 12.707579 17.694864 14.456348 0.2191 1.0194 -0.3229
N 12.523570 8.402473 16.906347 3.1877 -0.6864 3.4367
C 13.625113 8.891252 17.577419 -0.7326 3.0918 -1.6700
H 12.163439 7.658485 17.575560 0.2301 0.8496 -1.1253
C 9.829215 7.479492 20.446829 0.6377 -1.6207 -3.7582
Te 11.939579 7.883063 20.539522 2.1529 1.0764 -1.0262
C 11.838749 9.977234 21.489137 5.4796 -0.6259 1.1405
H 10.049358 7.193926 21.474723 -2.6910 0.4855 0.3276
H 9.833821 6.196635 19.781021 -0.1133 4.2997 1.8657
H 9.344713 8.463067 19.772432 0.7376 -3.1334 2.7460
H 12.334291 11.022091 21.008463 -0.6798 -3.5036 1.3180
H 12.239457 9.534395 22.561169 -1.5322 2.2675 -2.6285
H 10.883999 10.030300 21.191078 -4.1022 0.6314 0.4306
C 8.181932 11.628388 22.636039 -0.7925 4.0724 -1.4528
O 7.317292 10.791972 21.975075 -1.3091 -3.1036 -2.9520
C 7.320087 10.468187 20.581209 0.3691 0.5212 0.8994
S 5.924459 9.731948 19.926401 1.3994 0.6304 0.9919
S 8.744133 10.958443 19.778596 -0.3853 -0.3025 -0.1740
H 9.045247 11.286304 23.156650 0.1401 -1.4202 0.9548
H 7.274447 12.061045 23.213826 2.7293 0.6120 0.2922
H 8.787563 12.366814 21.895334 -2.0192 -1.0669 1.3344
C 14.424863 9.866511 17.940710 -2.3127 -3.6671 -0.8973
Ge 15.760908 10.949306 18.608892 0.8505 -3.9282 0.0715
C 15.392101 12.668594 18.328969 0.6381 4.2086 2.7609
C 16.025332 13.553244 19.135379 1.4287 6.1407 -0.3979
C 16.095691 15.156270 18.864783 -0.4610 -3.1638 -0.3999
C 15.042933 15.558878 18.080054 0.9826 1.7586 0.4871
C 14.210300 14.572218 17.388722 5.2851 0.9766 3.6867
C 14.646470 13.293234 17.382660 -2.7120 -0.9419 -0.8586
C 16.012431 10.430330 20.523698 -0.2926 -1.0262 -3.5817
C 15.494067 11.213936 21.485287 0.2467 -0.5144 0.2618
C 15.519421 10.683399 22.729844 -0.1645 0.6239 0.9521
C 16.070771 9.493304 23.001335 0.1693 -1.5607 -0.9343
C 16.239840 8.564721 21.969624 2.3208 -1.8220 5.1875
C 16.202189 9.059483 20.712089 1.3145 -2.0138 -3.3893
C 17.291631 11.026510 17.321130 1.1824 -2.8023 0.3511
C 17.713085 9.763958 16.861646 3.4697 6.0213 -3.6501
C 18.720931 9.864343 15.806960 -4.5236 6.5013 2.5469
C 19.008813 11.037705 15.088161 -2.0592 1.7869 1.0825
C 18.652573 12.328278 15.711588 1.1679 -1.9612 0.7189
C 18.050751 12.178259 16.939115 -1.0905 -0.5380 2.8928
H 13.115872 18.546789 15.772969 -0.5811 0.7358 -5.7901
H 16.507334 13.547774 20.059290 1.1196 -1.8715 1.3573
H 16.945342 15.954748 19.173024 -2.2377 -2.4205 -0.1295
H 15.115816 16.705023 18.162144 -1.4732 -1.5079 -1.3246
H 13.644531 14.579862 16.603543 -4.0615 2.2134 -4.1101
H 14.033590 12.671376 16.753157 0.1816 -0.5203 -0.6220
H 15.079833 12.122556 21.200540 -0.6272 1.7137 0.0659
H 15.063565 11.026442 23.579421 -1.0021 2.2158 1.8373
H 16.338886 9.239260 24.001265 -0.3909 -0.3284 0.6833
H 16.628173 7.617673 22.682320 -1.0461 1.3537 -3.6858
H 16.400836 8.366090 19.759051 -0.5425 1.6122 2.2403
H 17.519867 8.863505 17.223670 -1.5131 -3.6702 1.6176
H 19.179241 9.174019 15.381700 3.3866 -7.2073 -3.2378
H 19.246769 10.979350 14.014329 0.6817 -0.0370 0.7824
H 19.091412 13.300900 15.511010 0.1153 -0.2940 -0.5668
H 18.224163 12.650835 17.987183 -0.4343 1.0906 -2.5667
```
Forces are in eV/Å.

Its calculated total energy is -8692.72959 Eh. The highest occupied orbital energy is -1.09 eV. As for the gap between HOMO and LUMO: 3.79 eV. For the relative energy (zero: lowest compared OMol25 entry of this formula, charge and spin), the calculation gives 648.9 kcal/mol. As for the net charge: -2.